1.
{
  "formula": "CHAuF3NOS2",
  "method": "wB97M-V/def2-TZVPD",
  "homo_energy_ev": [-8.7, -9.0],
  "lumo_energy_ev": [-0.72, -3.05],
  "multiplicity": 3,
  "symbols": ["N", "S", "S", "C", "F", "F", "F", "Au", "O", "H"],
  "positions_angstrom": [[1.369, 0.831, -1.058], [1.907, 1.082, 0.613], [0.355, -0.342, -1.305], [-1.280, 0.108, -0.122], [-1.358, -0.246, 1.167], [-1.515, 1.422, -0.175], [-2.323, -0.497, -0.720], [1.375, -1.152, 1.127], [0.530, -1.639, -0.424], [2.701, -2.007, 0.475]]
}

---

2.
{
  "formula": "C4H4FN",
  "method": "wB97M-V/def2-TZVPD",
  "homo_energy_ev": [-8.9, -8.6],
  "de_lowest_kcal_mol": 151.73,
  "lumo_energy_ev": [-1.45, -0.66],
  "symbols": ["C", "C", "C", "C", "N", "F", "H", "H", "H", "H"],
  "positions_angstrom": [[0.804, 1.176, 0.060], [0.806, -0.039, -0.583], [0.106, 1.504, 1.116], [-0.316, -0.933, -0.454], [-1.164, -0.813, 0.480], [-2.320, -1.687, 0.497], [1.830, 1.682, -0.045], [1.584, -0.559, -1.129], [-0.966, 1.570, 1.259], [-0.363, -1.901, -1.201]]
}

---

3.
{
  "formula": "CH3ClO3S2",
  "method": "wB97M-V/def2-TZVPD",
  "smiles": "CS(=O)(=O)OSCl",
  "homo_energy_ev": -8.8,
  "de_lowest_kcal_mol": 32.38,
  "lumo_energy_ev": -0.58,
  "symbols": ["C", "S", "O", "O", "O", "S", "Cl", "H", "H", "H"],
  "positions_angstrom": [[1.072, -0.475, -0.499], [0.441, 1.048, 0.208], [0.356, 2.094, -0.745], [0.986, 1.340, 1.460], [-1.275, 0.515, 0.600], [-2.816, -0.118, 0.364], [-2.471, -2.036, 0.525], [0.751, -0.444, -1.454], [2.279, -0.486, -0.435], [0.677, -1.438, -0.023]]
}

---

4.
{
  "formula": "C15H22N2O4",
  "method": "wB97M-V/def2-TZVPD",
  "smiles": "COC(=O)[C@@H](NC(=O)NCc1cccc(OC)c1)C(C)C",
  "homo_energy_ev": -8.5,
  "de_lowest_kcal_mol": 18.97,
  "lumo_energy_ev": 0.79,
  "symbols": ["C", "O", "C", "O", "C", "N", "C", "O", "N", "C", "C", "C", "C", "C", "C", "O", "C", "C", "C", "C", "C", "H", "H", "H", "H", "H", "H", "H", "H", "H", "H", "H", "H", "H", "H", "H", "H", "H", "H", "H", "H", "H", "H"],
  "positions_angstrom": [[-5.992, -1.508, -0.383], [-4.943, -0.745, 0.202], [-3.742, -0.872, -0.355], [-3.512, -1.590, -1.297], [-2.686, -0.019, 0.326], [-1.385, -0.482, -0.106], [-0.469, -0.891, 0.835], [-0.588, -0.639, 2.017], [0.580, -1.594, 0.315], [1.775, -1.835, 1.100], [2.863, -0.847, 0.767], [2.686, 0.499, 1.076], [3.661, 1.415, 0.738], [4.822, 1.016, 0.094], [5.007, -0.325, -0.218], [6.100, -0.840, -0.849], [7.142, 0.034, -1.208], [4.016, -1.249, 0.119], [-2.861, 1.489, 0.017], [-3.071, 1.727, -1.477], [-3.994, 2.096, 0.836], [-6.143, -1.211, -1.423], [-6.881, -1.304, 0.206], [-5.746, -2.571, -0.355], [-2.747, -0.159, 1.412], [-1.396, -0.952, -1.001], [0.694, -1.611, -0.686], [1.473, -1.729, 2.146], [2.116, -2.859, 0.922], [1.785, 0.813, 1.581], [3.527, 2.459, 0.980], [5.568, 1.754, -0.154], [6.802, 0.794, -1.921], [7.899, -0.588, -1.682], [7.575, 0.527, -0.332], [4.180, -2.285, -0.133], [-1.920, 1.960, 0.317], [-2.277, 1.261, -2.055], [-4.024, 1.315, -1.804], [-3.071, 2.794, -1.689], [-3.803, 1.972, 1.899], [-4.942, 1.620, 0.599], [-4.077, 3.159, 0.623]]
}

---

| no. | total energy (eV) | largest force on an atom (eV Å⁻¹) |
| --- | --- | --- |
| 1 | -38099.037 | 7.7 |
| 2 | -8413.217 | 4.5 |
| 3 | -41418.167 | 4.8 |
| 4 | -27083.256 | 0.5 |